Density functional theory data (ωB97M-V/def2-TZVPD) for a cluster of 2 separate species, C3H6OS in total at a distorted geometry.

The net charge is -2. The LUMO energy is 6.1291 eV. The value obtained for the energy relative to the best compared isomer or geometry (same formula, charge and spin) is 130.72 kcal/mol. As for the strongest force on any atom: 4.723 eV Å⁻¹. The multiplicity is 1. Its total energy is -16082.56482 eV. For the HOMO-LUMO gap, the calculation gives 4.7 eV.

Each line ends with the natural charge from an NBO analysis.
CARTESIAN COORDINATES (ANGSTROEM)
C (0.164520, 0.503086, -0.433749)  -0.25
C (-0.777175, 0.203041, 0.583588)  -0.61
S (-3.677323, 0.018606, -0.055931)  -1.36
H (-1.829492, 0.527375, 0.721634)  0.29
H (-0.882233, -0.530792, -0.381105)  0.35
C (1.502327, -0.302797, -0.338212)  -0.03
H (-0.507669, -0.352673, 1.466794)  0.23
H (1.912454, -0.373692, -1.405768)  0.05
H (1.108116, -1.367129, -0.142898)  0.05
H (0.500923, 1.577233, -0.473707)  0.18
O (2.485547, 0.097745, 0.459350)  -0.91

Atomic forces in eV per Å
C 2.790 1.745 3.388
C -0.422 -0.174 -0.303
S 0.131 -0.297 -0.035
H 0.094 1.223 -0.316
H -0.712 -0.573 -0.182
C -0.103 -2.069 -1.918
H 0.276 -0.878 -0.225
H -0.518 -0.049 0.163
H 0.326 0.375 0.049
H -1.206 -0.145 -1.285
O -0.654 0.843 0.664

=====

Density functional theory data (ωB97M-V/def2-TZVPD) for a cluster of 19 separate species, C43H100O43 in total at a distorted geometry.

The LUMO energy is 0.4507 eV. As for the strongest force on any atom: 3.135 eV Å⁻¹. The multiplicity is 1. Its total energy is -134250.39721 eV. For the HOMO-LUMO gap, the calculation gives 10.2 eV.

Each line ends with the Löwdin charge.
CARTESIAN COORDINATES (ANGSTROEM)
O (3.059195, -4.090330, -0.349117)  -0.03
O (4.503663, 1.070523, 0.017912)  0.01
H (2.516171, -3.141363, 1.405862)  0.09
H (3.310048, -1.368755, -2.592640)  0.09
O (3.122992, -1.618566, -4.644954)  0.01
H (-1.262191, 6.623644, -4.588446)  0.08
C (-8.064914, 0.233596, -1.563233)  -0.04
C (2.073940, -3.471292, 0.465488)  -0.05
O (-2.987472, 1.446907, 3.954295)  0.00
O (-0.679412, -5.621700, 2.682058)  0.10
H (0.727516, -6.349530, -5.641964)  0.10
H (6.483430, -0.892078, -6.281128)  0.09
H (0.925699, -4.447167, 4.978819)  0.11
H (0.803109, -3.324633, -5.766169)  0.08
C (-1.629806, -2.749131, 2.754042)  -0.09
H (2.252600, 4.178421, 0.999788)  0.08
O (4.585406, -5.662750, -0.835584)  0.01
C (-1.882924, -1.834488, 7.422587)  -0.17
C (-0.906688, 0.156274, 0.202012)  -0.18
H (-0.958612, 3.522519, 0.264924)  0.08
H (5.922273, -1.265365, 2.090429)  0.09
C (4.991227, -5.034142, -2.052178)  -0.03
H (1.574211, -2.633014, -0.021388)  0.08
H (2.202620, -2.129337, 6.060134)  0.11
C (-3.812168, 0.376300, 4.474904)  -0.02
O (-0.682299, -5.801363, -3.397288)  0.14
H (2.576000, -4.891047, 4.503541)  0.10
C (0.921485, 6.293716, 1.711301)  -0.57
C (-4.127593, -1.988627, -0.185357)  -0.01
H (7.013061, 3.208142, 1.982502)  0.09
H (-3.918602, -0.469941, 3.796650)  0.09
O (-1.123695, 0.168779, 4.312330)  0.08
H (-1.643439, 6.910116, 1.834566)  0.07
H (-3.183267, 4.813649, 4.647994)  0.09
O (1.409843, -5.318469, -3.795603)  0.00
H (-2.564725, 6.071116, -5.715209)  0.07
H (-1.186719, 5.219541, -0.272891)  0.08
C (-2.161532, 6.011579, -4.710844)  -0.14
H (5.126610, 3.428219, -2.031418)  0.07
H (-0.997492, 8.282130, 2.805228)  0.10
H (0.733622, 3.220000, 3.181247)  0.07
H (6.566862, 0.169653, 2.846738)  0.08
H (-0.388240, -4.020206, 2.042915)  0.02
H (7.984791, 3.008328, 0.510362)  0.09
H (-2.548358, 1.453295, -3.831394)  0.08
H (0.823250, 1.857176, 4.309262)  0.10
O (-1.027815, 2.254878, 3.495648)  0.02
O (1.083653, -6.131785, 3.922967)  0.04
H (-4.744122, 5.401974, 2.307277)  0.07
H (0.731742, 4.494382, -1.613601)  0.08
H (-2.926024, 6.262738, -3.973819)  0.08
H (6.858355, 4.387927, 0.686421)  0.09
H (1.378475, 2.826776, -1.416669)  0.10
O (0.265399, -1.469061, -6.536947)  -0.02
O (3.234982, -5.907241, 0.968463)  0.13
H (0.874640, 3.384656, -3.025758)  0.08
H (5.965567, -5.420500, -2.337272)  0.09
C (-0.072521, -6.399466, 3.386407)  -0.58
O (4.413869, 5.316229, -2.727822)  -0.03
H (-1.561242, 4.509263, -3.604229)  0.04
C (-1.454275, -8.315761, 2.987360)  -0.03
O (-4.660518, 5.071771, 3.204656)  -0.11
H (1.477001, -2.212390, 4.472357)  0.08
C (5.032781, 1.894878, 0.901558)  -0.56
C (-0.990579, 7.782723, 1.838235)  -0.02
C (0.403477, 2.204736, 3.369043)  0.00
H (-1.250249, -0.455105, -0.644715)  0.06
H (-0.592034, 1.104115, -0.251641)  0.07
C (5.936742, -1.712165, -6.746162)  -0.03
O (4.571560, -1.626747, -6.276119)  0.01
C (3.455410, 0.185765, 0.279285)  -0.03
O (-0.507209, -3.061582, 1.869905)  -0.18
C (-6.920497, 1.376457, 1.515590)  -0.59
H (-1.367263, 8.454590, 1.072603)  0.09
H (5.080932, -3.962353, -1.897431)  0.08
C (7.020461, 3.330095, 0.901087)  -0.06
H (-2.550726, 4.216039, 0.192355)  0.07
C (-1.659829, 1.215567, 3.964026)  -0.58
H (-2.871210, -1.805273, 6.951149)  0.07
H (3.763630, -0.742019, 0.767859)  0.09
C (3.031448, 5.188811, -2.676726)  -0.52
H (-1.641586, -3.526692, -2.429518)  0.10
H (-0.899404, 2.070823, -4.975672)  0.07
H (-9.798043, 0.058150, 1.042388)  0.09
H (-2.082764, -3.708433, 2.990511)  0.08
H (-1.318085, 0.726602, -2.814556)  0.06
H (-3.474852, 0.040302, 5.457585)  0.08
H (-1.756343, -2.691101, 8.079802)  0.08
H (1.488846, -4.213601, 3.285510)  0.07
H (-8.504500, -0.087094, -2.510128)  0.10
O (0.402982, 7.529381, 1.512476)  0.00
O (2.686272, 3.956520, -2.261976)  -0.04
H (-2.562833, 4.708426, 3.064884)  0.07
H (-3.885050, 0.893179, -1.777810)  0.02
C (6.137253, -0.807879, 3.057227)  -0.01
H (6.888844, -1.377326, 3.603119)  0.10
O (0.074418, -0.511632, 0.887469)  -0.12
H (-0.937945, -3.084896, -6.115835)  0.10
H (3.712478, 5.057106, 0.665147)  0.09
C (2.649488, -1.849468, -3.317416)  -0.01
H (-4.629451, 2.915416, 1.626606)  0.08
H (-1.806857, -0.939275, 8.056103)  0.08
H (-2.401719, -2.126206, 2.283987)  0.06
H (-9.220382, 0.381044, 2.741483)  0.10
C (1.525642, -6.257396, -4.903938)  -0.01
C (1.929864, -1.531576, 5.189807)  -0.04
C (-1.578871, 4.207248, -0.322990)  -0.16
H (-4.791695, 0.826362, 4.590531)  0.09
O (0.264094, 0.652435, -5.975802)  0.02
H (-4.511622, 1.739973, 0.411745)  0.08
O (-1.577715, 4.720050, -4.552686)  -0.16
H (-1.303074, -2.220173, 3.648852)  0.06
O (6.118135, 2.462693, 0.242119)  -0.05
H (-2.820815, -0.129183, -3.222794)  0.09
H (-1.717001, 0.390704, 0.904460)  0.08
H (-3.473804, -2.089598, -1.051604)  0.09
O (0.384400, -4.022872, -2.469130)  -0.01
H (1.269986, -4.155494, 0.726587)  0.08
H (-0.606873, -2.366049, -1.737748)  0.08
C (1.545028, -4.847410, 4.170416)  -0.04
H (2.945788, 0.000900, -0.661584)  0.09
H (0.681203, 1.596885, -4.280631)  0.09
H (-7.395664, 1.045597, -1.843528)  0.10
O (-6.460760, 2.407115, 0.830553)  0.01
C (-3.349262, 5.213216, 3.646967)  -0.18
H (4.309120, -5.221780, -2.881593)  0.09
O (4.652916, 2.116542, 2.028843)  0.13
C (1.295710, 3.691005, -2.073406)  -0.02
H (1.612409, -1.540462, -3.219815)  0.08
C (-5.963338, -0.912678, -1.189129)  -0.49
C (-8.947725, 0.219349, 1.701210)  -0.06
H (-1.575339, -8.134542, 1.918731)  0.10
O (-6.280763, 0.649721, 2.247440)  0.12
C (2.907624, 4.959206, 1.385504)  0.00
H (-3.877105, -1.043162, 0.288845)  0.09
H (-3.934320, -2.835841, 0.464530)  0.10
C (4.314530, -2.035083, -5.025814)  -0.62
H (3.183449, 4.704513, 2.404807)  0.10
H (6.476951, -2.600731, -6.427601)  0.09
H (6.336369, 4.498068, -2.750093)  0.09
H (0.836078, 1.600560, 2.563735)  0.09
O (-5.286846, -0.036096, -1.680040)  0.11
H (-3.112908, 6.279441, 3.664209)  0.07
H (5.202088, 3.751229, -3.813675)  0.09
H (0.577210, 2.689550, -5.681969)  0.10
O (-7.364170, -0.893091, -1.030730)  -0.01
O (4.039930, -2.564661, 3.812001)  0.11
O (-1.778890, 3.811864, -1.647846)  -0.13
H (-1.484291, -9.384501, 3.180344)  0.09
O (-3.042314, 1.376071, -1.788926)  -0.16
C (-5.051690, 2.656642, 0.650444)  -0.01
H (2.400721, -5.926715, -5.459875)  0.09
O (4.960050, -0.460633, 3.836703)  0.01
H (1.717231, -7.258867, -4.519525)  0.10
C (-2.390709, 0.837615, -2.939402)  -0.14
O (-0.878935, -1.846342, 6.443375)  -0.14
C (4.008339, -1.367179, 4.027606)  -0.61
C (0.268869, -5.098889, -3.233305)  -0.67
H (-0.285216, -1.333140, 1.264150)  0.04
H (-8.404080, -0.726800, 1.700434)  0.10
H (-0.791269, -3.838208, -0.818786)  0.09
H (1.182937, -0.803516, 5.472068)  0.07
O (-5.488723, -2.018050, -0.624774)  0.02
O (2.991066, -0.795327, 4.634547)  0.01
H (0.189363, -3.302125, -7.417386)  0.10
H (2.759935, -2.913014, -3.125054)  0.08
O (2.201018, 6.234165, 1.321644)  0.00
O (5.078576, -2.581884, -4.286710)  0.13
H (-2.184382, 2.923676, -1.550976)  0.04
C (3.591404, -5.304761, -0.016973)  -0.55
O (-0.244661, -7.708584, 3.446412)  0.03
H (-8.816755, 0.621832, -0.884680)  0.08
H (-2.383021, -7.923130, 3.410486)  0.10
H (-1.091755, -1.139515, 5.807388)  0.03
C (0.134021, 1.828263, -5.191532)  -0.02
C (5.299696, 4.162461, -2.812400)  -0.03
C (-0.031955, -0.562999, -5.535938)  -0.50
O (-0.505955, -0.890663, -4.431840)  0.07
O (2.237145, 6.122135, -2.803754)  0.11
O (0.332500, 5.370673, 2.236108)  0.09
H (6.035575, -1.599660, -7.819796)  0.09
H (-4.848293, 3.503227, -0.001698)  0.10
H (2.693984, 0.604439, 0.939305)  0.09
C (0.080488, -2.849445, -6.430518)  -0.06
O (-8.250448, 1.387573, 1.298340)  -0.02
C (-0.732597, -3.447837, -1.830992)  -0.04

Atomic forces in eV per Å
O 0.668 -0.137 -1.238
O 1.015 0.265 -0.881
H 0.111 0.100 -0.004
H -0.128 0.305 -0.099
O -1.312 0.927 -1.322
H -0.710 1.039 -0.225
C 0.330 0.250 -1.474
C -0.431 -0.574 0.945
O 0.678 -0.541 0.204
O -1.250 -0.009 0.401
H -0.560 0.605 0.656
H 0.005 0.172 -0.052
H 0.154 0.375 -0.114
H 0.006 0.175 0.194
C 0.329 -0.391 -0.336
H -0.120 -0.076 0.133
O -0.207 -1.120 0.585
C -0.196 0.674 0.269
C -1.345 0.180 -0.584
H 0.301 0.101 -0.185
H -0.356 -0.263 0.292
C -0.334 0.932 0.014
H 0.607 -0.042 -0.432
H 0.364 0.184 0.017
C -0.284 0.380 0.253
O -1.427 -0.122 0.122
H 0.022 -0.248 -0.110
C -0.242 -0.385 0.841
C 0.729 0.174 -0.864
H -0.154 -0.154 0.053
H 0.363 0.142 -0.142
O -0.636 0.831 0.024
H 0.504 -0.257 0.160
H -0.677 0.032 0.072
O 2.377 -0.138 -1.944
H -0.046 0.145 -0.087
H 0.225 0.001 -0.110
C 1.515 -0.249 0.225
H -0.228 -0.022 -0.047
H -0.195 -0.112 0.025
H -0.318 0.204 0.119
H 0.049 0.013 0.028
H 0.169 0.358 -0.182
H 0.143 0.335 0.148
H -0.053 0.306 0.203
H 0.073 -0.070 0.032
O 0.032 0.687 -0.802
O 0.518 -2.002 1.002
H 0.115 0.043 0.015
H 0.234 0.184 -0.109
H 0.009 -0.143 0.009
H -0.261 -0.146 -0.251
H -0.663 -0.075 0.094
O 0.214 2.657 0.288
O 0.592 -0.071 -1.078
H -0.281 0.211 0.025
H 0.001 -0.245 0.362
C 1.400 0.075 -2.155
O -1.306 0.154 -0.170
H -0.036 0.021 -0.165
C -0.945 0.620 -0.986
O -0.879 -0.786 -0.026
H 0.077 0.079 -0.236
C 0.705 0.782 0.287
C 0.455 -0.008 -0.043
C 0.844 0.130 0.501
H -0.442 0.174 0.120
H 0.445 -0.145 0.328
C 0.589 0.349 1.147
O -0.123 -0.374 -0.674
C -1.556 -0.183 1.036
O -1.167 0.331 0.675
C 0.519 0.465 0.608
H 0.221 0.166 -0.030
H -0.059 0.082 -0.140
C 0.444 -0.172 0.483
H 0.071 0.178 0.153
C -0.051 -1.571 0.060
H -0.103 -0.357 0.248
H 0.358 0.027 -0.316
C -0.183 1.321 1.002
H -0.015 -0.643 0.186
H -0.135 -0.103 0.007
H -0.145 0.462 0.158
H -0.235 0.132 0.381
H -0.027 -0.014 0.360
H 0.225 0.062 -0.187
H -0.154 -0.179 -0.181
H -0.017 -0.012 0.037
H -0.322 -0.031 0.179
O 0.387 -0.886 -0.403
O 0.718 0.837 -0.548
H -0.413 -0.012 -0.367
H -0.016 0.411 0.444
C -0.174 0.792 -0.006
H -0.442 -0.244 0.203
O 1.669 -0.350 0.651
H 0.049 0.005 0.301
H 0.343 0.156 0.384
C 1.211 -1.058 0.421
H -0.127 0.192 0.077
H -0.009 -0.046 0.003
H 0.374 -0.023 -0.350
H -0.573 -0.136 -0.013
C 0.581 -0.265 0.301
C -0.709 -0.750 -0.114
C -0.703 0.265 1.009
H -0.057 0.056 -0.080
O 0.021 -0.947 -1.412
H -0.226 0.088 -0.662
O -0.698 -0.972 0.414
H 0.131 -0.175 0.002
O -1.774 -0.730 0.450
H 0.216 -0.083 0.337
H -0.406 0.110 -0.419
H 0.056 0.015 -0.080
O 0.734 0.605 -0.180
H 0.175 -0.356 -0.119
H 0.663 -0.097 -0.149
C -0.379 1.476 0.261
H 0.266 -0.210 -0.109
H -0.115 0.452 0.357
H 0.213 -0.010 0.365
O 0.338 0.831 -1.272
C 1.525 0.607 0.079
H -0.257 -0.043 0.236
O 0.542 -0.036 -1.021
C 0.386 -0.829 0.090
H 0.135 0.122 -0.376
C -1.502 0.266 0.864
C -0.330 -0.575 1.064
H 0.263 -0.159 -0.099
O -0.634 0.112 -0.826
C -1.331 0.210 -0.447
H -0.189 0.036 0.220
H -0.433 0.025 0.106
C 0.317 0.895 0.609
H 0.277 0.184 -0.062
H -0.496 -0.344 0.040
H -0.314 0.494 0.245
H -0.898 -0.360 0.017
O -1.009 -0.495 0.097
H 0.338 0.077 0.217
H -0.202 -0.392 0.053
H 0.155 -0.374 -0.418
O 2.662 -0.147 0.042
O 0.560 0.689 -0.578
O 0.152 -0.710 -0.248
H 0.757 0.088 0.147
O 0.369 -0.382 -0.427
C 0.532 -0.722 2.110
H 0.108 0.061 0.223
O 0.433 -0.323 -0.668
H -0.046 0.088 0.159
C -0.271 -0.094 -0.713
O 0.190 0.150 -0.514
C -0.212 -1.887 0.812
C -1.223 -0.246 0.434
H 0.350 0.066 -0.173
H 0.656 0.398 -0.328
H -0.465 -0.223 -0.005
H 0.010 0.111 0.091
O -0.958 0.202 0.232
O 0.340 1.720 0.078
H 0.204 0.452 -0.066
H -0.367 -0.152 0.201
O -0.262 0.560 -0.187
O 0.922 -0.857 0.236
H -0.171 0.275 -0.670
C -0.793 1.546 0.766
O -0.806 -0.861 1.053
H 0.135 -0.396 0.159
H 0.419 0.405 0.492
H 0.247 -0.228 0.071
C 0.053 -0.479 1.205
C -0.442 0.252 -0.385
C -0.735 -2.002 1.319
O 1.225 0.969 -2.503
O 2.312 -2.112 -0.151
O -0.006 0.382 -0.433
H -0.789 -0.050 -0.072
H -0.637 -0.390 -0.398
H 0.110 0.286 0.098
C -0.723 -0.870 0.558
O 0.719 -0.823 -0.348
C -0.719 0.466 0.209